This record from OMol25 describes 3 unconnected molecules or ions with the total composition C3H13NO2S at a distorted geometry. The level of theory is ωB97M-V/def2-TZVPD.

Properties
Energy relative to the best compared isomer or geometry (same formula, charge and spin) ... 20.4 kcal/mol
SMILES string ... NCCCS.O.O
LUMO level ... 0.709 eV
Max |F| ... 1.91 eV/Å

```
! wB97M-V def2-TZVPD RIJCOSX def2/J DEFGRID3
* xyz 0 1
H 0.32842 2.06424 0.09685
H -1.40772 0.99918 2.36557
H 0.95627 2.05773 1.56329
H 2.11775 0.41360 -1.94437
H -0.44040 0.29169 -1.05287
H -0.06211 -1.21057 -0.41565
C 1.14209 0.29586 0.48160
H -2.90093 -0.72899 -0.32397
N 0.40499 1.48689 0.93023
C 0.44053 -0.30494 -0.77088
C 1.37912 -0.38298 -2.00228
O -1.98795 1.39072 3.03059
H 2.21943 0.45607 0.40510
O -3.20107 -1.59713 -0.02419
H -3.52048 -1.46392 0.87962
H -1.47535 1.41529 3.83080
H 2.06780 -2.24753 -3.34296
S 2.15250 -2.05245 -2.03052
H 1.05511 -0.55672 1.19425
H 0.73200 -0.32606 -2.87019
*
```